{
  "formula": "C22H32O21",
  "method": "ωB97M-V/def2-TZVPD",
  "species": ["C", "C", "O", "C", "O", "O", "C", "H", "H", "H", "H", "H", "H", "H", "H", "O", "C", "O", "C", "C", "O", "H", "H", "H", "H", "O", "C", "O", "C", "C", "O", "H", "H", "H", "H", "O", "C", "O", "C", "C", "O", "H", "H", "H", "H", "O", "C", "O", "C", "C", "O", "H", "H", "H", "H", "O", "C", "O", "C", "C", "O", "H", "H", "H", "H", "O", "C", "O", "C", "C", "O", "H", "H", "H", "H"],
  "xyz": [[-1.70, -5.17, -2.52], [-3.24, -5.09, -2.61], [-3.64, -6.02, -3.57], [-4.96, -6.20, -3.88], [-5.30, -7.07, -4.65], [-5.79, -5.40, -3.24], [-7.14, -5.82, -3.29], [-1.28, -6.17, -2.52], [-1.00, -4.72, -1.82], [-1.40, -4.81, -3.50], [-3.65, -4.11, -2.81], [-3.58, -5.41, -1.62], [-7.49, -6.05, -4.30], [-7.69, -4.99, -2.84], [-7.22, -6.65, -2.59], [-2.42, -1.59, 3.98], [-1.38, -2.09, 4.38], [-1.23, -3.40, 4.38], [0.01, -3.72, 4.98], [0.78, -2.37, 5.08], [-0.22, -1.47, 4.74], [-0.12, -4.13, 5.99], [0.67, -4.39, 4.41], [1.53, -2.14, 4.32], [1.21, -2.14, 6.05], [-2.90, 5.88, 5.58], [-1.86, 6.15, 6.12], [-1.54, 5.62, 7.27], [-0.58, 6.29, 8.04], [-0.07, 7.21, 6.87], [-1.01, 7.17, 5.84], [-0.94, 6.89, 8.88], [0.24, 5.63, 8.31], [0.90, 6.90, 6.48], [0.09, 8.16, 7.39], [11.21, -0.38, 5.53], [10.22, 0.14, 5.04], [10.10, 0.86, 3.96], [8.76, 1.21, 3.75], [8.12, 1.08, 5.14], [8.99, 0.06, 5.64], [8.68, 2.29, 3.57], [8.20, 0.55, 3.09], [7.07, 0.79, 5.19], [8.32, 1.97, 5.74], [5.07, -2.51, -7.39], [5.49, -1.41, -7.89], [5.58, -0.21, -7.22], [6.43, 0.66, -8.00], [6.21, 0.16, -9.44], [5.97, -1.21, -9.21], [6.02, 1.66, -7.91], [7.52, 0.60, -7.97], [7.05, 0.27, -10.12], [5.39, 0.60, -10.01], [-8.47, 3.85, -1.48], [-8.46, 2.70, -1.83], [-7.88, 2.32, -2.92], [-7.99, 0.90, -2.98], [-8.88, 0.51, -1.78], [-9.09, 1.72, -1.21], [-8.53, 0.63, -3.89], [-7.14, 0.23, -2.87], [-8.35, -0.13, -1.08], [-9.84, 0.03, -1.96], [2.56, 3.72, 0.44], [1.74, 3.19, -0.24], [0.30, 3.09, -0.15], [-0.21, 2.28, -1.21], [0.96, 2.15, -2.20], [2.11, 2.55, -1.39], [-0.45, 1.27, -0.88], [-1.02, 2.81, -1.70], [0.94, 2.99, -2.89], [1.20, 1.17, -2.61]],
  "lumo_energy_ev": 0.1,
  "gap_ev": 10.893,
  "max_force_ev_per_a": 6.9,
  "smiles": "CCOC(=O)OC.O=C1OCCO1.O=C1OCCO1.O=C1OCCO1.O=C1OCCO1.O=C1OCCO1.O=C1OCCO1",
  "spin_multiplicity": 1,
  "total_charge": 0,
  "e_homo_ev": -10.837,
  "relative_energy_kcal_mol": 10.29
}